The following is a DFT calculation (the ωB97M-V functional and the def2-TZVPD basis) of a cluster of 3 separate species, C19H43N4O5S2 in total.

Each line ends with the Löwdin charge.
Atoms and positions in Å:
C: 1.52 -1.74 1.63  -0.093
C: 1.81 -2.42 0.30  -0.247
C: 1.22 -1.75 -0.94  -0.165
C: 1.94 -0.47 -1.40  -0.292
C: 1.95 -0.45 -2.94  -0.039
C: 1.32 0.86 -0.96  -0.297
C: 2.46 1.81 -0.64  -0.037
N: 2.03 2.92 0.28  0.097
C: 0.58 3.21 0.18  -0.059
C: -0.23 1.94 0.48  -0.281
C: -1.63 2.06 -0.19  -0.071
C: -2.39 0.77 -0.40  -0.654
N: -1.88 0.04 -1.55  0.098
N: -3.78 1.20 -0.70  0.068
N: -2.39 -0.11 0.77  0.113
O: 0.48 0.75 0.17  -0.075
H: 0.49 -1.41 1.63  0.054
H: 1.67 -2.40 2.48  0.072
H: 2.12 -0.84 1.73  0.061
H: 2.88 -2.59 0.18  0.109
H: 1.36 -3.41 0.33  0.095
H: 1.34 -2.47 -1.74  0.091
H: 0.16 -1.60 -0.81  0.098
H: 2.98 -0.56 -1.09  0.134
H: 0.93 -0.56 -3.28  0.088
H: 2.29 0.53 -3.29  0.075
H: 2.59 -1.22 -3.35  0.090
H: 0.71 1.24 -1.78  0.143
H: 3.25 1.27 -0.15  0.135
H: 2.84 2.21 -1.58  0.143
H: 2.55 3.76 0.04  0.188
H: 2.28 2.65 1.23  0.193
H: 0.32 3.95 0.93  0.114
H: 0.34 3.58 -0.81  0.145
H: -0.38 1.92 1.56  0.146
H: -1.49 2.56 -1.14  0.122
H: -2.22 2.73 0.41  0.089
H: -2.38 -0.83 -1.66  0.090
H: -1.95 0.60 -2.39  0.091
H: -4.22 0.52 -1.31  0.068
H: -4.30 1.23 0.17  0.069
H: -2.03 -1.02 0.54  0.071
H: -1.83 0.25 1.54  0.067
C: -4.36 6.54 3.42  -0.212
C: -4.97 5.29 2.77  -0.204
C: -4.10 4.95 1.55  -0.212
S: -2.45 5.56 1.93  0.679
O: -2.12 6.61 1.00  -0.309
O: -1.56 4.43 2.11  -0.350
C: -2.86 6.29 3.51  -0.225
H: -4.79 6.73 4.40  0.120
H: -4.55 7.42 2.80  0.123
H: -4.95 4.46 3.48  0.120
H: -6.00 5.45 2.48  0.119
H: -4.05 3.88 1.37  0.086
H: -4.44 5.46 0.65  0.112
H: -2.27 7.19 3.65  0.112
H: -2.62 5.55 4.28  0.110
C: 2.53 -7.48 -0.31  -0.217
C: 2.85 -8.27 -1.59  -0.209
C: 2.66 -7.31 -2.77  -0.216
S: 2.97 -5.66 -2.14  0.661
O: 1.75 -4.90 -2.20  -0.328
O: 4.19 -5.14 -2.70  -0.323
C: 3.25 -6.15 -0.44  -0.230
H: 2.84 -8.02 0.59  0.117
H: 1.45 -7.31 -0.24  0.120
H: 3.89 -8.60 -1.55  0.119
H: 2.23 -9.15 -1.69  0.116
H: 3.35 -7.51 -3.59  0.104
H: 1.63 -7.33 -3.14  0.105
H: 2.88 -5.37 0.22  0.090
H: 4.33 -6.27 -0.31  0.111

total charge: +1
E: -2141.10888 Eh
LUMO: -0.10062 hartree